# C13H13OS

A cluster of 2 separate species, C13H13OS in total at a distorted geometry (ωB97M-V with the def2-TZVPD basis set, OMol25).

For the energy above the lowest of the compared OMol25 structures with the same formula, charge and spin, the calculation gives 80.7 kcal per mole. Its HOMO energy (spin up / spin down) is -12.6 / -11.7 eV. The frontier orbital gap (spin up / spin down) is 8.1 / 3.2 eV.

ORCA input file:
```
! RIJCOSX wB97M-V def2-TZVPD def2/J DEFGRID3
* xyz 1 1
C -1.3718 -0.9645 0.9210
H -2.3052 -1.5069 2.6894
H 3.3415 -4.4723 -1.9514
C -2.4205 -0.8936 1.7821
H 0.5289 2.3183 -2.0506
C -3.4470 0.5870 0.2316
H 1.6933 -0.3082 1.1199
H 2.5659 3.9866 1.3713
C 0.8657 0.9672 -0.4490
C -3.5559 -0.1140 1.4180
H -4.4275 1.1450 -0.0237
H 1.9922 -5.3299 -2.7806
H 1.4672 4.2646 -0.9830
C 2.2215 3.0913 0.7491
C 1.0714 2.1374 -1.1123
C -2.3883 0.5073 -0.6302
C 1.5746 3.3078 -0.4796
H -4.4588 -0.2286 2.0446
O 0.7334 -1.6538 -1.0354
C 1.6100 0.7360 0.7301
C 2.3319 -4.9001 -1.8803
H -2.4078 0.9832 -1.6254
C -1.3300 -0.3346 -0.3304
C 2.1334 1.8443 1.3802
S 0.1997 -0.3696 -1.4445
H 1.6526 -4.8764 -1.1038
H 2.6452 1.6937 2.3048
H -0.5158 -1.6172 1.1380
*
```

Mulliken population analysis, charges in e, atoms 1 to 5: C -0.205; H 0.345; H 0.292; C -0.561; H 0.292

***

# C5H10FN2

A cluster of 2 separate species, C5H10FN2 in total at a distorted geometry (ωB97M-V with the def2-TZVPD basis set, OMol25).

For the energy above the lowest of the compared OMol25 structures with the same formula, charge and spin, the calculation gives 65.2 kcal per mole. Its HOMO energy is -14.6 eV. The frontier orbital gap is 11.3 eV.

ORCA input file:
```
! RIJCOSX wB97M-V def2-TZVPD def2/J DEFGRID3
* xyz 1 1
F -0.4572 0.6539 -2.5576
H -0.0998 0.3620 2.3533
H -1.2039 -0.6914 -0.6666
C 0.5921 0.2398 1.6080
H -0.0233 -2.9694 1.8349
H 1.6799 0.3596 1.8214
C 0.3501 0.2502 0.3230
H 2.2274 1.0159 -0.6172
C -1.2515 1.2091 -1.4867
H 1.1035 -0.0054 -1.4704
H -1.8790 0.5131 0.4677
H -2.2244 1.0686 -1.9670
H -1.0718 2.1948 -1.2559
H 2.1479 -0.6956 -0.3516
N 1.4428 -2.2052 0.3713
N 1.4982 0.1928 -0.6109
C 0.6529 -2.6461 1.0778
C -1.0347 0.2829 -0.2950
*
```

Mulliken population analysis, charges in e, atoms 1 to 5: F -0.332; H 0.443; H 0.320; C -0.867; H 0.321

***

# C29H22BrIrN5O3S

A structure of composition C29H22BrIrN5O3S (ωB97M-V with the def2-TZVPD basis set, OMol25).

For the energy above the lowest of the compared OMol25 structures with the same formula, charge and spin, the calculation gives 6.1 kcal per mole. Its HOMO energy (spin up / spin down) is -10.2 / -10.5 eV. The frontier orbital gap (spin up / spin down) is 6.9 / 6.0 eV.

ORCA input file:
```
! RIJCOSX wB97M-V def2-TZVPD def2/J DEFGRID3
* xyz 1 5
C 1.0899 -3.3652 -2.9154
H 3.3804 -2.9319 0.1732
H -1.3778 8.6240 -4.1163
H 2.2743 -1.9319 1.5934
C 1.4008 2.3974 2.6689
C -4.4646 -1.1595 0.2153
C -1.5743 5.6173 -2.5901
C 1.7767 0.0773 2.0820
C 1.6711 -2.1645 -0.8561
H -4.8113 -1.7231 1.0698
H 3.7189 -4.8148 -1.3456
C 2.9088 -4.1269 -1.5444
H -1.3108 -2.4952 -5.1563
C -0.6754 -2.4782 -4.2830
C -2.3397 5.9676 -1.4847
H -2.9734 0.8717 -2.6480
H 2.2868 -5.1118 -3.3324
C -5.2734 -0.8647 -0.8703
C 1.8212 -1.0275 1.1890
H 1.9061 2.9527 4.6626
H -1.5362 -0.6527 -3.5075
H -1.1906 3.9369 -3.7670
H 0.4123 -4.2521 -4.7636
H -6.3016 -1.2003 -0.8950
N -0.4433 3.7585 -0.6755
C -4.7544 -0.1211 -1.9212
C -1.6445 7.8831 -3.3750
N -2.6551 -0.0103 -0.8198
H -3.3278 7.5610 -0.4595
C 2.6994 -3.0535 -0.6573
H 1.0708 3.3902 2.3940
Br 2.9320 0.5671 6.0519
N -1.1658 4.2704 -2.8152
Ir -0.3305 0.2316 -0.5976
C -3.4329 0.2844 -1.8622
C -2.3851 8.2477 -2.2589
C -1.2329 6.5716 -3.5410
H -0.5415 4.7276 -0.4115
C 0.8681 -2.2993 -2.0200
C 1.3303 1.3704 1.7061
N -0.0857 -1.3594 -2.2566
C 2.2551 -0.1470 3.3903
C -2.2248 -0.8917 1.3846
N 1.3883 -1.0550 -0.0356
C -0.8123 -1.4412 -3.3485
H 0.1150 3.1219 -0.0913
C -0.6578 3.4079 -1.9281
C -3.1623 -0.6983 0.2049
H -2.6689 5.2164 -0.7786
C -2.7317 7.2891 -1.3202
C 0.2708 -3.4387 -4.0631
C 1.8676 2.1530 3.9352
O -1.1618 -0.1405 1.3096
H -2.6984 9.2741 -2.1269
C 2.2962 0.8697 4.3018
H -5.3629 0.1435 -2.7743
H 2.5896 -1.1393 3.6649
S -0.2852 1.8271 -2.5225
H -0.6398 6.2875 -4.4016
O -2.5062 -1.6505 2.2775
O 0.8813 1.6441 0.5092
C 2.1210 -4.2922 -2.6457
*
```

Mulliken population analysis, charges in e, atoms 1 to 5: C 0.809; H 0.450; H 0.379; H 0.377; C -0.809

***

# H4OS

A cluster of 2 separate species, H4OS in total at a distorted geometry (ωB97M-V with the def2-TZVPD basis set, OMol25).

For the energy above the lowest of the compared OMol25 structures with the same formula, charge and spin, the calculation gives 2.3 kcal per mole. Its HOMO energy is -9.8 eV. The frontier orbital gap is 10.6 eV.

ORCA input file:
```
! RIJCOSX wB97M-V def2-TZVPD def2/J DEFGRID3
* xyz 0 1
H -2.6601 0.0970 -1.5024
O 1.6495 0.1082 1.4737
H -0.8635 0.7764 -1.2318
H 2.2384 0.1008 0.6854
H 1.1849 -0.7588 1.4443
S -1.5493 -0.3236 -0.8692
*
```

Mulliken population analysis, charges in e, atoms 1 to 5: H 0.146; O -0.643; H 0.149; H 0.322; H 0.317

***

# C17H23F3N3O16S4

A cluster of 5 separate species, C17H23F3N3O16S4 in total at a distorted geometry (ωB97M-V with the def2-TZVPD basis set, OMol25).

Its HOMO energy is -12.8 eV. The frontier orbital gap is 9.7 eV.

ORCA input file:
```
! RIJCOSX wB97M-V def2-TZVPD def2/J DEFGRID3
* xyz 1 1
H -3.1796 7.4239 -3.9819
O 0.1903 -4.6769 -0.7727
F 1.7220 1.2930 2.6480
H -3.2157 -3.6929 5.6327
S -3.6309 -1.8266 2.8246
H 3.3275 -1.2493 -0.7809
H 1.5206 -7.6741 -0.9595
O 4.8143 -3.8256 -2.1679
F 2.3809 -0.1729 1.2014
C 0.5363 -5.8292 -1.5606
H -4.5694 5.4212 -3.9345
C -3.2884 -3.5836 4.5540
C 2.5851 1.0357 1.6684
C 4.5221 -3.0552 -0.9950
H 5.4204 -2.4966 -0.7194
O -3.1589 7.6090 -1.9321
N -0.2540 1.2561 0.6955
O -4.1074 -2.4538 4.2184
C 2.5014 2.1326 0.6106
O 1.5848 -6.1799 0.4917
O 3.7305 -1.7520 -2.7603
O 0.0432 -4.6726 1.6719
O 5.6852 -2.4882 -4.0451
H -4.6938 8.0286 -3.2736
H -1.8688 0.0363 1.2802
C 0.8898 -6.8933 -0.5446
C 3.2024 3.6217 -0.8454
H 3.8996 4.2019 -1.4262
C -3.8742 7.3270 -3.1455
H -0.3944 4.5968 0.2902
H 4.2365 -3.7052 -0.1768
O -2.2809 -2.6754 2.6590
C -1.5142 1.0405 1.0457
C 0.0375 2.5056 0.4789
H -3.4198 1.8527 1.4523
O -3.0358 6.0855 -0.0270
H 1.3943 -5.5718 -2.1855
S 4.4792 -2.9746 -3.4868
H 4.4983 2.2690 0.2519
N 1.4407 2.7485 0.1238
H 2.4418 -2.6411 -1.4307
C -4.3526 5.9006 -2.9842
H -5.2324 5.8447 -2.3402
H -3.7501 -4.4771 4.1296
O -4.5326 -2.2174 1.8066
H -2.7836 4.2162 0.9886
H -1.3626 -4.1929 3.7485
S 0.9859 -4.7029 0.6145
O 2.0647 -3.7802 0.5393
C -1.9508 -3.2946 3.9100
O -3.2798 -0.4671 3.0498
H 1.2667 4.3590 -1.3926
F 3.8090 1.1347 2.2179
C 3.4008 -2.1275 -1.4140
H -0.0040 -7.3424 -0.1071
O 3.5294 -3.6999 -4.2501
C -0.7606 3.6048 0.5263
C 1.8623 3.6877 -0.7938
C -2.4004 2.0900 1.1612
S -2.5315 6.2659 -1.3405
O -1.1394 6.2338 -1.6234
O -3.2671 5.2344 -2.3180
N 3.5826 2.6331 0.0231
H -1.3703 -2.5807 4.4988
H -0.2974 -6.1188 -2.1942
C -2.0852 3.4019 0.8969
*
```

Mulliken population analysis, charges in e, atoms 1 to 5: H 0.296; O -0.288; F -0.225; H 0.311; S 1.078